# 1
Entry from the Open Molecules 2025 dataset: a structure of composition C55H40CuGeI2N6O11S at a distorted geometry (the ωB97M-V functional and the def2-TZVPD basis).

Structure (XYZ):
```
117
Properties=species:S:1:pos:R:3:forces:R:3:lowdin_charge:R:1
Cu 0.721 -0.447 -1.144 -0.79 0.20 0.76 0.309
I -2.323 2.380 -3.299 0.00 -0.22 -0.02 0.891
C -1.665 0.579 -4.159 -0.03 0.11 0.22 -0.617
C -1.746 0.445 -5.551 -0.04 0.04 -0.02 -0.255
C -1.262 -0.671 -6.164 -0.06 -0.03 -0.46 -0.667
I -1.534 -0.852 -8.250 0.06 0.05 0.20 0.830
C -0.601 -1.681 -5.425 0.06 0.02 0.27 -0.214
C 0.043 -2.806 -5.984 -0.06 0.02 -0.01 -0.063
C 0.707 -3.682 -5.176 0.04 -0.03 -0.03 -0.053
C 0.725 -3.444 -3.789 -0.05 0.04 0.06 -0.124
N 0.128 -2.419 -3.240 -0.12 -0.15 0.27 0.147
C -0.530 -1.537 -4.012 0.02 0.04 -0.22 -0.148
C -1.126 -0.397 -3.320 -0.18 0.10 0.77 -0.433
O -1.132 -0.321 -2.025 -0.03 0.01 -0.64 -0.200
H -2.193 1.235 -6.139 -0.04 -0.01 0.04 0.068
H 0.014 -2.953 -7.056 0.01 0.00 0.00 0.050
H 1.229 -4.535 -5.589 -0.02 -0.01 0.01 0.099
H 1.246 -4.111 -3.109 0.06 -0.02 0.01 0.103
O 7.426 -0.761 -4.116 -0.05 -0.08 0.05 0.048
N 7.101 -1.766 -3.498 0.19 0.01 -0.09 -0.369
O 7.807 -2.762 -3.413 -0.07 0.08 0.02 0.045
C 5.823 -1.778 -2.840 -0.27 -0.05 0.11 -0.152
C 4.964 -0.688 -2.964 0.03 0.22 -0.14 0.085
C 3.719 -0.720 -2.408 0.27 -0.61 0.08 -0.066
C 3.223 -1.849 -1.626 -0.17 -0.19 0.08 -0.278
O 2.124 -1.895 -1.056 0.24 -0.17 -0.07 -0.029
C 4.191 -2.928 -1.523 0.09 0.37 -0.27 -0.053
C 5.432 -2.886 -2.104 0.06 -0.14 -0.01 0.076
N 3.870 -4.131 -0.778 -0.11 -0.30 0.17 -0.346
O 4.798 -4.739 -0.257 -0.03 0.10 -0.05 0.044
O 2.712 -4.505 -0.718 0.08 0.12 -0.09 0.067
N 2.902 0.451 -2.581 -0.19 0.35 -0.03 -0.308
O 3.418 1.552 -2.522 0.20 0.03 -0.09 0.092
O 1.699 0.293 -2.783 0.38 0.08 -0.63 0.046
H 5.272 0.181 -3.527 0.03 0.02 0.05 0.134
H 6.093 -3.734 -2.007 0.05 0.02 0.04 0.129
O 3.576 0.281 0.243 0.06 0.04 0.12 0.072
C 2.744 1.143 0.446 -0.24 -0.03 0.03 -0.523
N 3.034 2.390 0.948 0.09 0.16 0.07 0.142
C 1.881 3.251 0.936 -0.21 0.11 0.18 -0.250
C 0.798 2.196 0.528 -0.09 0.04 0.20 -0.370
O -0.419 2.457 0.531 0.80 0.06 0.07 -0.095
N 1.371 1.032 0.237 -0.07 -0.10 -0.15 0.172
C 1.630 3.881 2.314 -0.02 -0.09 -0.03 -0.113
C 0.385 4.385 2.684 0.02 0.02 0.07 -0.015
C 0.219 5.010 3.912 0.02 -0.03 -0.06 -0.085
C 1.288 5.156 4.784 -0.03 0.00 0.04 -0.106
C 2.528 4.658 4.421 0.05 0.02 0.00 -0.090
C 2.696 4.027 3.197 -0.01 -0.03 0.00 -0.029
C 1.983 4.403 -0.072 -0.05 -0.10 -0.06 -0.116
C 0.860 4.892 -0.730 -0.01 0.02 -0.04 -0.013
C 0.970 5.959 -1.611 -0.01 0.00 -0.01 -0.075
C 2.199 6.555 -1.845 -0.01 0.00 0.00 -0.099
C 3.320 6.082 -1.180 0.01 0.01 -0.02 -0.085
C 3.211 5.018 -0.298 -0.01 0.02 -0.02 -0.026
H 3.980 2.721 0.903 0.03 -0.05 -0.13 0.131
H -0.462 4.273 2.023 0.00 -0.02 -0.10 0.104
H -0.757 5.386 4.186 -0.07 0.02 0.01 0.093
H 1.156 5.650 5.739 -0.01 -0.01 -0.01 0.094
H 3.373 4.759 5.091 -0.01 -0.01 -0.01 0.098
H 3.669 3.634 2.933 -0.04 -0.01 0.04 0.106
H -0.103 4.428 -0.567 0.02 -0.05 0.01 0.102
H 0.086 6.317 -2.126 0.02 -0.02 0.00 0.100
H 2.286 7.377 -2.544 0.00 0.00 0.01 0.096
H 4.287 6.538 -1.354 0.00 -0.02 0.02 0.099
H 4.102 4.677 0.214 -0.01 -0.02 -0.01 0.107
C 1.744 -3.181 4.032 -0.08 -0.01 0.00 -0.082
C 0.454 -3.242 4.542 0.03 0.00 0.02 -0.094
C -0.618 -2.832 3.761 -0.08 0.03 -0.02 -0.109
C -0.403 -2.352 2.471 -0.22 0.07 -0.28 -0.255
C 0.896 -2.296 1.962 -0.10 0.09 -0.03 -0.079
C 1.963 -2.708 2.745 0.09 0.00 -0.01 -0.052
Ge -1.919 -1.977 1.305 -0.14 -0.64 0.54 1.049
C -2.006 -3.290 -0.141 0.03 0.49 0.07 -0.249
C -2.953 -3.257 -1.162 0.11 0.07 -0.07 -0.119
C -3.057 -4.309 -2.058 -0.05 0.02 -0.06 -0.080
C -2.221 -5.411 -1.936 0.07 0.05 0.06 -0.084
C -1.275 -5.451 -0.922 -0.04 -0.06 -0.10 -0.072
C -1.166 -4.394 -0.029 0.07 0.04 0.04 -0.080
C -3.639 -2.069 2.287 0.33 0.06 -0.28 -0.255
C -4.674 -2.858 1.787 0.00 -0.01 -0.03 -0.098
C -5.914 -2.886 2.411 -0.05 0.01 0.05 -0.083
C -6.134 -2.133 3.556 0.04 -0.03 -0.05 -0.091
C -5.103 -1.364 4.080 -0.02 0.01 0.07 -0.081
C -3.867 -1.336 3.451 0.01 0.07 -0.07 -0.117
H 2.578 -3.517 4.635 0.00 0.02 -0.01 0.101
H 0.282 -3.618 5.543 0.00 0.00 0.00 0.097
H -1.628 -2.898 4.151 0.03 -0.03 0.04 0.088
H 1.074 -1.946 0.950 0.11 -0.03 0.07 0.079
H 2.968 -2.673 2.342 -0.02 0.04 -0.03 0.113
H -3.605 -2.400 -1.275 0.00 -0.02 -0.05 0.088
H -3.786 -4.266 -2.858 0.01 0.01 0.01 0.104
H -2.301 -6.231 -2.639 0.01 0.01 0.00 0.101
H -0.612 -6.302 -0.831 0.02 0.04 0.01 0.106
H -0.415 -4.433 0.751 0.02 0.00 -0.04 0.100
H -4.515 -3.453 0.896 -0.02 0.00 0.02 0.089
H -6.712 -3.491 1.997 0.01 -0.01 0.02 0.102
H -7.102 -2.149 4.041 0.01 0.01 0.00 0.099
H -5.266 -0.781 4.979 0.01 0.00 -0.01 0.102
H -3.077 -0.720 3.862 -0.02 -0.02 0.05 0.089
C -4.063 0.412 -0.031 0.37 -0.21 -0.13 -0.194
S -2.351 1.011 0.195 -0.96 -0.27 0.49 1.047
O -1.681 -0.164 0.989 0.10 0.05 -0.38 -0.541
C -2.858 2.052 1.585 0.24 0.25 -0.03 -0.364
C -2.460 1.758 2.877 0.15 -0.14 -0.09 -0.072
C -2.835 2.593 3.919 -0.08 0.05 -0.04 -0.067
C -3.596 3.725 3.664 0.06 -0.01 0.05 -0.090
C -3.956 4.036 2.361 -0.08 0.00 0.00 -0.075
C -3.589 3.200 1.318 0.02 -0.02 -0.23 -0.076
H -4.483 0.107 0.922 -0.03 -0.04 0.06 0.053
H -4.037 -0.417 -0.736 0.03 0.08 -0.09 0.043
H -4.633 1.238 -0.454 0.07 0.01 -0.07 0.056
H -1.835 0.895 3.058 0.06 0.05 -0.01 0.106
H -2.516 2.364 4.927 0.00 0.00 -0.01 0.110
H -3.891 4.376 4.478 0.03 0.00 -0.02 0.102
H -4.523 4.936 2.155 0.00 -0.03 -0.02 0.105
H -3.853 3.451 0.296 0.00 0.03 0.03 0.115
```
Positions in Å, forces in eV/Å.

Results
* E_LUMO: 1.796 eV
* energy relative to the best compared isomer or geometry (same formula, charge and spin): 0.0 kcal/mol
* molar mass: 1383.0 g mol⁻¹
* HOMO-LUMO gap: 6.46 eV
* net charge: -1

***

# 2
Entry from the Open Molecules 2025 dataset: a structure of composition C55H42GaN7OS3 (the ωB97M-V functional and the def2-TZVPD basis).

Structure (XYZ):
```
109
Properties=species:S:1:pos:R:3:forces:R:3:lowdin_charge:R:1
Ga 1.274 -1.997 0.045 0.09 0.70 0.00 0.151
C 0.963 -3.295 -4.120 0.00 -0.02 -0.12 -0.022
C 0.637 -3.027 -2.788 -0.04 0.02 0.07 -0.110
N 1.537 -2.642 -1.907 0.09 -0.01 0.05 0.068
C 2.849 -2.543 -2.263 0.00 -0.01 0.01 -0.120
C 3.259 -2.778 -3.591 -0.08 0.05 0.03 -0.144
C 2.265 -3.151 -4.520 0.00 -0.02 0.02 0.027
C 4.626 -2.657 -3.927 0.06 -0.02 -0.07 -0.035
C 5.513 -2.318 -2.950 -0.02 0.01 0.00 -0.052
C 5.114 -2.110 -1.612 0.01 0.03 0.00 0.012
C 3.797 -2.243 -1.219 -0.02 -0.04 0.08 -0.179
N 3.237 -2.182 0.033 -0.12 -0.08 0.04 0.044
C 3.845 -2.152 1.263 -0.03 -0.03 -0.08 -0.177
C 5.173 -1.990 1.605 0.03 0.00 -0.01 0.011
C 5.617 -2.148 2.938 -0.02 -0.01 0.00 -0.051
C 4.766 -2.454 3.957 0.11 -0.05 0.07 -0.034
C 3.383 -2.544 3.681 -0.07 0.06 -0.02 -0.143
C 2.408 -2.823 4.662 0.01 -0.01 -0.05 0.027
C 1.078 -2.844 4.328 -0.04 0.03 0.11 -0.024
C 0.708 -2.568 3.010 -0.02 0.06 -0.04 -0.101
N 1.601 -2.336 2.068 0.04 -0.08 -0.04 0.046
C 2.930 -2.344 2.361 0.02 0.00 -0.01 -0.129
H 0.191 -3.613 -4.808 0.02 0.01 0.03 0.117
H -0.378 -3.131 -2.427 -0.05 0.04 0.01 0.111
H 2.554 -3.346 -5.547 -0.02 0.01 0.03 0.131
H 4.948 -2.850 -4.942 -0.02 0.03 0.03 0.119
H 6.563 -2.218 -3.193 -0.02 0.00 0.02 0.117
H 5.881 -1.854 -0.905 0.01 -0.02 -0.01 0.084
H 5.914 -1.748 0.864 0.00 -0.06 0.03 0.085
H 6.675 -2.039 3.141 -0.03 -0.01 -0.03 0.117
H 5.130 -2.626 4.962 -0.05 0.05 -0.03 0.120
H 2.728 -3.028 5.676 -0.02 0.03 -0.01 0.131
H 0.313 -3.059 5.062 0.04 0.01 -0.02 0.115
H -0.332 -2.534 2.707 0.00 -0.02 -0.04 0.108
N -0.681 -1.959 0.206 -0.07 0.00 -0.14 -0.235
S -1.907 -1.164 0.159 0.60 -0.09 0.02 0.826
N -1.891 0.361 0.747 -0.29 -0.01 0.07 -0.341
S -1.657 1.690 -0.017 0.00 -0.17 0.09 0.891
N -0.324 1.925 -0.756 0.10 0.24 -0.09 -0.331
S 1.136 1.354 -0.184 -0.20 -0.07 -0.06 0.838
N 1.362 -0.069 -0.276 0.06 -0.06 0.12 -0.201
C 2.196 2.267 -1.274 -0.05 0.25 0.15 -0.299
C 2.270 1.763 -2.566 -0.08 -0.06 -0.01 -0.070
C 3.073 2.407 -3.490 0.04 0.03 -0.04 -0.052
C 3.789 3.542 -3.119 -0.02 -0.01 0.01 -0.049
C 3.719 4.021 -1.819 0.04 -0.01 -0.05 -0.048
C 2.922 3.381 -0.880 0.01 -0.05 -0.04 -0.051
C 1.224 2.047 1.457 -0.04 0.18 -0.14 -0.301
C 1.371 1.139 2.493 0.04 0.00 -0.10 -0.044
C 1.285 1.593 3.800 0.02 0.05 0.03 -0.041
C 1.073 2.943 4.052 0.02 -0.05 0.03 -0.044
C 0.958 3.849 3.003 -0.01 0.01 -0.01 -0.051
C 1.016 3.403 1.693 0.02 -0.04 0.04 -0.095
C -2.006 2.931 1.203 0.00 -0.05 0.09 -0.322
C -2.395 2.599 2.488 0.08 -0.04 -0.05 -0.050
C -2.697 3.624 3.375 0.00 0.04 0.02 -0.043
C -2.612 4.946 2.965 0.00 0.02 0.01 -0.042
C -2.227 5.261 1.664 0.00 0.01 0.00 -0.042
C -1.926 4.250 0.770 0.02 -0.04 -0.08 -0.069
C -2.908 2.066 -1.214 -0.01 0.01 -0.09 -0.328
C -2.574 2.540 -2.471 0.12 -0.04 0.05 -0.058
C -3.601 2.921 -3.324 -0.06 0.03 -0.03 -0.043
C -4.922 2.828 -2.909 0.03 0.01 0.01 -0.040
C -5.236 2.349 -1.640 -0.04 0.03 -0.01 -0.044
C -4.226 1.966 -0.779 0.10 -0.01 0.08 -0.062
C -2.574 -1.032 -1.481 -0.18 0.01 0.11 -0.316
C -3.926 -1.173 -1.759 0.03 0.03 0.00 -0.056
C -4.347 -1.037 -3.074 -0.01 0.01 -0.04 -0.041
C -3.425 -0.773 -4.079 0.01 0.03 -0.01 -0.043
C -2.075 -0.622 -3.779 -0.02 -0.01 -0.03 -0.053
C -1.642 -0.740 -2.469 0.01 -0.07 0.04 -0.103
C -3.138 -1.914 1.187 -0.12 0.15 -0.03 -0.316
C -3.620 -3.156 0.787 0.11 -0.01 -0.02 -0.073
C -4.474 -3.843 1.632 -0.03 -0.06 -0.02 -0.043
C -4.829 -3.297 2.860 0.00 0.06 0.04 -0.044
C -4.330 -2.062 3.251 -0.01 -0.04 0.01 -0.049
C -3.472 -1.362 2.415 -0.03 -0.01 -0.11 -0.059
H 1.707 0.874 -2.829 0.08 0.04 -0.01 0.107
H 3.147 2.025 -4.500 -0.02 0.02 0.03 0.115
H 4.406 4.050 -3.848 0.00 -0.03 0.02 0.117
H 4.289 4.894 -1.530 0.00 -0.03 0.00 0.118
H 2.889 3.743 0.137 0.05 -0.02 -0.04 0.100
H 1.546 0.097 2.260 -0.03 0.03 0.05 0.084
H 1.393 0.895 4.620 -0.01 0.02 -0.01 0.114
H 0.997 3.294 5.073 0.04 0.00 -0.03 0.119
H 0.810 4.902 3.206 -0.02 -0.03 0.00 0.121
H 0.889 4.095 0.871 -0.04 -0.02 0.05 0.115
H -2.453 1.562 2.781 0.03 0.03 0.05 0.089
H -3.006 3.385 4.384 0.02 0.01 -0.03 0.120
H -2.855 5.742 3.658 0.01 -0.03 -0.02 0.120
H -2.168 6.294 1.345 -0.02 -0.03 0.02 0.121
H -1.635 4.473 -0.252 -0.01 0.04 0.07 0.128
H -1.531 2.616 -2.758 -0.08 0.00 -0.02 0.115
H -3.365 3.304 -4.309 -0.01 -0.02 0.03 0.120
H -5.716 3.140 -3.575 0.02 -0.01 0.02 0.119
H -6.268 2.289 -1.319 0.03 -0.01 -0.02 0.121
H -4.442 1.604 0.222 -0.06 0.03 -0.07 0.127
H -4.636 -1.385 -0.968 0.01 0.03 -0.06 0.120
H -5.398 -1.140 -3.315 0.04 -0.02 0.01 0.122
H -3.763 -0.678 -5.103 0.02 -0.01 0.03 0.119
H -1.361 -0.414 -4.568 -0.04 0.02 0.04 0.120
H -0.602 -0.599 -2.197 0.01 -0.04 -0.07 0.089
H -3.318 -3.581 -0.164 -0.03 -0.01 0.05 0.123
H -4.860 -4.809 1.332 0.00 0.02 0.01 0.121
H -5.493 -3.841 3.519 0.00 0.01 -0.03 0.119
H -4.609 -1.638 4.207 0.02 -0.04 -0.01 0.117
H -3.052 -0.413 2.708 -0.08 0.01 0.02 0.082
O -0.416 -5.084 0.194 0.12 0.06 0.03 0.160
C 0.355 -4.268 0.220 -0.11 -0.86 -0.01 0.031
```
Positions in Å, forces in eV/Å.

Results
* E_LUMO: -4.582 eV
* energy relative to the best compared isomer or geometry (same formula, charge and spin): 4.1 kcal/mol
* molar mass: 982.9 g mol⁻¹
* HOMO-LUMO gap: 6.66 eV
* net charge: +2

***

HOMO energy for every record listed, in sequence, given in eV: -4.664 -11.246.